The following is a DFT calculation (ωB97M-V with the def2-TZVPD basis set) of a cluster of 2 separate species, C22H45IN2O9S3 in total in a non-equilibrium geometry.

XYZ file:
```
82
Properties=species:S:1:pos:R:3:forces:R:3
C 2.175 5.424 2.627 0.0 0.2 0.6
C 0.927 4.852 3.522 0.1 -1.0 -0.9
C 0.748 3.253 3.211 -1.2 0.5 -1.8
O 1.928 2.422 3.502 -1.9 -0.9 0.5
C 1.555 1.016 3.782 -0.4 0.0 0.0
C 1.050 0.198 2.413 -1.6 1.5 1.4
O 2.081 0.382 1.388 -2.2 -1.6 -1.5
S 1.325 0.114 -0.124 3.2 5.4 -4.6
O 0.448 1.334 -0.482 1.8 -4.4 2.1
O 2.497 0.102 -1.182 -3.9 -1.2 4.4
C 0.401 -1.529 -0.053 -1.1 -1.7 -0.7
C -1.181 -1.178 -0.356 -1.3 1.3 -0.8
N -1.873 -0.439 0.810 -0.5 -1.1 -1.3
C 0.935 -2.416 -1.330 -0.5 -0.9 -0.5
C 0.514 -1.844 -2.805 1.0 1.4 0.0
C 1.758 -2.201 -3.835 -0.7 0.6 0.6
C 1.310 -2.076 -5.416 1.7 -0.5 -0.1
C 2.405 -1.085 -6.200 0.1 -1.4 -0.1
O 1.912 0.301 -6.144 3.5 1.4 -0.3
C 2.999 1.285 -6.264 -0.3 5.5 2.8
C 4.327 1.052 -7.251 -0.8 -0.1 -0.1
O 2.940 2.468 -5.595 -0.1 -8.1 -4.4
C 0.634 -2.346 1.388 0.4 -0.1 0.5
S -0.873 -3.505 1.648 0.2 0.1 0.4
C 1.892 -3.391 1.362 0.6 -0.7 0.4
C 3.371 -2.770 1.110 1.3 -0.8 -0.3
C 4.366 -2.799 2.454 -0.2 -1.8 -1.0
I 5.273 -0.810 2.677 -0.4 -1.0 0.3
C 0.593 -1.344 2.704 -0.8 0.4 0.7
N 1.297 -1.882 3.926 -0.1 0.2 -1.0
H 2.243 6.585 2.834 0.2 -2.4 -0.5
H 2.047 5.267 1.464 -0.1 0.2 2.5
H 3.149 4.843 2.948 -1.9 1.4 -0.6
H 1.039 4.983 4.679 0.1 0.0 -2.3
H -0.057 5.400 3.161 1.9 -1.3 0.9
H 0.562 3.155 2.036 0.3 0.3 2.4
H -0.247 2.873 3.716 2.1 0.5 -0.6
H 0.642 1.063 4.549 2.0 -0.6 -1.6
H 2.496 0.493 4.244 -1.9 1.2 -0.9
H 0.095 0.805 2.047 1.9 -1.5 0.7
H -1.308 -0.419 -1.271 1.0 -1.9 1.9
H -1.818 -2.130 -0.695 1.9 1.8 1.0
H -2.627 -1.091 1.158 1.1 1.4 -0.4
H -2.299 0.464 0.458 0.5 -1.7 0.6
H 2.088 -2.610 -1.353 -2.2 0.7 0.4
H 0.424 -3.487 -1.222 1.0 2.2 0.0
H -0.537 -2.197 -3.180 2.1 0.3 0.7
H 0.467 -0.652 -2.775 0.1 -2.6 0.0
H 2.633 -1.419 -3.615 -2.0 -1.8 -0.3
H 2.143 -3.268 -3.524 -0.7 2.0 -1.0
H 0.196 -1.733 -5.575 2.4 -0.6 0.3
H 1.479 -3.154 -5.888 -0.6 2.3 0.8
H 2.579 -1.460 -7.311 -0.6 1.0 2.1
H 3.457 -1.134 -5.675 -2.2 -0.1 -0.8
H 4.535 2.067 -7.835 -0.6 -2.2 1.6
H 4.138 0.207 -8.061 0.4 1.7 1.9
H 5.243 0.781 -6.567 -1.9 0.6 -1.4
H -0.914 -3.767 3.034 0.6 0.7 -1.4
H 1.928 -3.949 2.417 -0.3 1.3 -2.3
H 1.734 -4.278 0.578 0.0 2.2 1.7
H 3.920 -3.499 0.338 -1.2 1.6 1.6
H 3.423 -1.710 0.623 -0.4 -2.0 1.0
H 3.811 -3.196 3.412 1.1 1.2 -1.8
H 5.269 -3.549 2.248 -2.0 1.8 0.5
H -0.562 -1.282 3.004 2.6 0.1 -0.9
H 1.087 -2.884 4.121 0.5 1.3 -0.4
H 2.315 -1.661 3.953 -1.2 -0.6 -0.3
O -4.710 1.419 0.927 -0.9 0.2 0.6
S -5.891 2.157 1.322 -0.5 0.1 -0.3
O -6.315 2.249 2.700 0.6 -0.4 -1.0
O -7.154 1.655 0.418 1.0 1.0 0.3
C -7.497 0.274 0.439 -0.2 -1.1 0.3
C -8.153 -0.119 1.752 0.0 0.0 0.3
C -5.774 3.806 0.673 -0.1 0.0 -0.1
H -6.615 -0.344 0.237 0.0 0.2 0.0
H -8.204 0.104 -0.376 0.2 0.4 -0.1
H -7.457 -0.019 2.588 -0.1 0.0 -0.1
H -8.490 -1.159 1.721 0.0 0.1 -0.1
H -9.010 0.529 1.964 0.1 -0.1 -0.1
H -5.490 3.760 -0.379 -0.1 -0.1 0.1
H -5.008 4.332 1.247 -0.1 -0.2 0.0
H -6.737 4.305 0.800 0.1 -0.2 0.0
```
Positions in Å, forces in eV/Å.

Output
2S+1: 1
lowest unoccupied orbital energy: 0.21 eV
M: 704.71 Da
Kohn-Sham gap: 9.4 eV